{
  "formula": "C76H172Cl2N9O18",
  "method": "wB97M-V/def2-TZVPD",
  "species": ["Cl", "Cl", "O", "O", "O", "O", "O", "O", "O", "O", "O", "O", "O", "O", "O", "O", "O", "O", "O", "O", "N", "N", "N", "N", "N", "N", "N", "N", "N", "C", "C", "C", "C", "C", "C", "C", "C", "C", "C", "C", "C", "C", "C", "C", "C", "C", "C", "C", "C", "C", "C", "C", "C", "C", "C", "C", "C", "C", "C", "C", "C", "C", "C", "C", "C", "C", "C", "C", "C", "C", "C", "C", "C", "C", "C", "C", "C", "C", "C", "C", "C", "C", "C", "C", "C", "C", "C", "C", "C", "C", "C", "C", "C", "C", "C", "C", "C", "C", "C", "C", "C", "C", "C", "C", "C", "H", "H", "H", "H", "H", "H", "H", "H", "H", "H", "H", "H", "H", "H", "H", "H", "H", "H", "H", "H", "H", "H", "H", "H", "H", "H", "H", "H", "H", "H", "H", "H", "H", "H", "H", "H", "H", "H", "H", "H", "H", "H", "H", "H", "H", "H", "H", "H", "H", "H", "H", "H", "H", "H", "H", "H", "H", "H", "H", "H", "H", "H", "H", "H", "H", "H", "H", "H", "H", "H", "H", "H", "H", "H", "H", "H", "H", "H", "H", "H", "H", "H", "H", "H", "H", "H", "H", "H", "H", "H", "H", "H", "H", "H", "H", "H", "H", "H", "H", "H", "H", "H", "H", "H", "H", "H", "H", "H", "H", "H", "H", "H", "H", "H", "H", "H", "H", "H", "H", "H", "H", "H", "H", "H", "H", "H", "H", "H", "H", "H", "H", "H", "H", "H", "H", "H", "H", "H", "H", "H", "H", "H", "H", "H", "H", "H", "H", "H", "H", "H", "H", "H", "H", "H", "H", "H", "H", "H", "H", "H", "H", "H", "H", "H", "H", "H", "H", "H", "H", "H", "H", "H"],
  "xyz": [[-2.496163, -2.807339, -1.786834], [2.270028, -1.644286, 3.330049], [-3.392549, 2.257102, -1.690146], [2.367161, 5.768460, 2.814956], [1.513623, 5.395804, 4.877958], [4.696396, 5.058429, 1.223821], [-3.483650, 1.541631, 3.573102], [2.840563, 3.792304, 3.893620], [-3.783229, 2.556671, 1.599016], [-3.882133, 0.392528, 1.680053], [3.950816, -3.697639, -2.924658], [2.499204, -3.254594, -4.505830], [0.312461, 11.468102, 4.601970], [6.723391, 0.433608, 2.623577], [2.660749, 1.263477, -1.417144], [-0.707600, 7.732768, 0.897218], [4.791696, 0.657294, -1.841627], [4.490214, 2.339983, -0.492317], [-8.388250, 0.146819, -1.523017], [3.563624, -1.532937, -3.481208], [-0.070782, 0.770527, 5.702223], [-2.801592, -2.374824, -5.867747], [-1.639768, -6.697957, -1.140394], [0.485164, -0.394254, 0.032329], [4.542805, 2.588538, 2.225180], [1.237420, -6.022766, 4.000830], [-5.572801, 1.042175, -0.122758], [0.727621, 9.187248, 3.140755], [3.900523, 0.152977, -6.643160], [-2.699723, 4.760113, 4.137168], [-3.092226, -3.870403, -5.578273], [7.871148, -0.149397, 1.973341], [5.626377, 0.469063, 1.687924], [-3.744442, 0.901324, -1.739314], [0.317779, 7.739878, 3.124671], [-1.448550, -8.231416, -0.917853], [4.229695, 0.051898, -8.119416], [3.650153, 1.615451, -6.286001], [2.929168, 3.496254, -4.881889], [-0.806680, 0.054073, 4.589547], [-0.434781, 10.185945, 2.823500], [-3.017225, -6.276801, -0.739388], [4.469798, 1.165695, 2.518803], [-2.318340, -4.317217, 3.189559], [-3.914119, -1.462808, -5.323614], [-0.816887, 1.976206, 6.152027], [5.786128, 3.254052, 2.408677], [-1.421869, -2.114321, -5.286639], [5.078140, -0.427937, -5.896235], [3.361315, 1.997665, -4.877758], [-6.946460, 0.663784, 0.257702], [-9.450363, 0.617686, -2.346623], [-0.647327, -5.879751, -0.429948], [-0.018480, 11.567565, 3.180491], [0.729920, -1.225162, -2.241419], [-1.038896, 3.090610, 5.104776], [-1.664502, -4.494283, -5.557433], [1.497601, 0.210656, 7.532751], [-2.332023, 3.863444, 5.337671], [0.155140, -6.434863, -2.693898], [-2.519840, -11.051226, 0.154885], [-5.245408, 0.704149, -1.503467], [1.265583, -5.572481, 6.345744], [-3.799671, 0.027512, -5.750624], [-2.996463, -3.011563, 2.772950], [-0.808269, -4.351471, 3.368753], [0.036919, -0.119029, -1.381835], [1.368752, 0.987225, 5.240078], [5.585221, 4.741393, 2.246714], [-2.386469, 2.767281, -2.517186], [1.302892, -7.373924, 4.765002], [3.329083, -2.730792, -3.704576], [2.874686, -1.862449, -7.566651], [-0.564550, -3.377702, -5.595763], [0.860886, 0.839999, 0.788799], [2.161190, 1.226305, 6.533760], [-0.252922, 12.492104, 5.392805], [-0.289877, -5.818073, 3.719495], [1.626640, -1.288904, -0.097017], [-1.359447, -6.353192, -2.565838], [2.048771, -6.018208, 2.746610], [0.203923, -0.211677, 6.877868], [-0.629228, -1.129805, 0.765850], [-2.638708, -2.239501, -7.412987], [4.072628, -1.492876, -8.443578], [2.698623, -0.764914, -6.532549], [4.776316, 6.519092, 0.951349], [-0.648373, 7.218702, -0.476350], [1.865118, -5.127840, 5.004565], [-0.253716, 1.882232, 1.028339], [0.860184, 3.961959, 0.310184], [0.955206, -7.072087, 6.206597], [3.881743, 1.479938, -1.216337], [0.572679, -5.948895, -1.284229], [0.295386, 7.171493, 1.662849], [-6.163336, 0.344076, -5.574548], [1.250985, -2.202831, -1.259738], [-3.727345, 1.441554, 2.401609], [0.322339, 3.212048, 1.503770], [2.256265, 4.905504, 4.009819], [-8.062478, 1.159057, -0.538958], [-1.392133, -10.231527, 0.736054], [-1.513115, -8.692049, 0.523264], [-4.857273, 0.859702, -5.058307], [2.467129, 3.939807, -3.506231], [-3.183967, -6.443264, 0.340004], [-2.042882, 4.544108, 3.288384], [-6.136376, 0.227349, -6.651057], [6.295986, 3.060425, 3.356297], [-2.374573, -8.233349, 1.019793], [-2.373112, 4.447354, 6.265507], [-2.163365, -3.153096, -7.772530], [1.635700, 1.303031, 0.160124], [-0.902376, -6.170806, 4.553764], [-1.918505, -1.419631, -7.533660], [-0.347729, -0.930039, 4.504475], [-4.062444, -2.952608, 2.969609], [-1.299904, 12.286327, 5.669258], [7.701128, -1.097281, 1.495879], [0.238066, 6.116838, 1.852130], [-7.114923, 1.052775, 1.250714], [-9.555540, -0.142086, -3.107090], [-0.690234, 0.578967, 3.671992], [4.599901, 1.019451, 3.563223], [6.420893, 2.888251, 1.620797], [2.103766, 3.548257, -5.640207], [-0.997627, 2.552814, 4.130427], [-6.357500, -0.639453, -5.172704], [2.107463, -0.661023, 7.748256], [4.531651, 2.085802, -6.776422], [-0.590951, -0.048385, 7.612701], [0.319607, 0.848524, -1.768428], [1.712193, -4.068697, 4.753818], [-3.858618, 0.209265, -6.857483], [-2.475241, -11.205024, -0.898104], [8.213959, 0.555342, 1.191698], [-1.244249, -10.453428, 1.798073], [0.209119, -1.207996, 6.509386], [5.333373, -0.567189, 1.480240], [1.136204, 3.006152, 2.203143], [-3.579727, -3.857704, -4.620534], [5.161343, 5.110489, 3.172882], [-1.346401, 7.782098, -1.104947], [-2.914950, -2.780271, 1.699538], [-0.156247, 3.748157, 5.066106], [0.849388, 11.866217, 2.539767], [0.493474, -5.654553, -3.421708], [-1.472282, -0.463712, 1.016684], [-1.611217, -1.976783, -4.212290], [-2.110843, 3.790354, -2.243910], [-0.504425, 3.872614, 1.839515], [-3.121242, 3.099819, 5.398833], [2.995513, 5.381757, 2.216488], [2.784025, -1.295758, -5.586096], [-2.789760, 0.344969, -5.454286], [-7.047526, 0.927809, -5.326763], [-7.789916, 2.151118, -1.058031], [-3.778351, -4.225853, -6.352317], [1.574258, -0.801015, -2.754835], [1.705527, 3.418677, -0.120380], [3.915666, 6.830530, 0.340945], [-3.754479, 4.682727, 3.983013], [8.708513, -0.172206, 2.669514], [1.827007, -0.112675, -6.694126], [-5.354185, 2.017458, -0.080670], [0.120545, 4.014404, -0.495600], [-1.878155, 0.066388, 4.768735], [-2.547436, -2.144758, 3.266828], [3.709347, 4.141224, -5.250232], [3.554253, 0.704957, 2.253592], [-1.690665, 1.546027, 6.612360], [0.999179, 9.541228, 4.093979], [1.599755, 3.379669, -3.135632], [1.271398, 0.615538, 1.783819], [-4.686726, 1.915191, -5.340998], [5.239760, 0.484772, -8.228894], [-4.788312, 0.824597, -3.981074], [-2.698455, -5.110489, 2.489850], [-0.180902, -1.508456, 1.691928], [-2.644913, 2.731256, -3.592221], [2.814457, 1.994930, -6.933249], [-2.220285, -8.667984, -1.559771], [-0.621259, -8.294352, 1.033263], [-2.633845, 5.811823, 4.411909], [-0.033341, -3.310564, -6.541216], [5.923140, 0.268651, -6.018884], [-3.887381, -1.567977, -4.230169], [-1.532824, -5.035393, -4.637045], [-1.993191, -7.026637, -3.176166], [0.349242, 12.469032, 6.286880], [-10.325592, 0.678305, -1.699497], [3.815249, 3.028246, 2.796646], [1.922703, -5.408328, 7.213227], [-1.478067, 2.137439, -2.427684], [-3.062007, -5.217565, -1.029751], [2.349254, 5.024845, -3.487663], [-0.108680, 13.530331, 5.058935], [-4.828157, -1.942578, -5.717437], [5.163178, -1.447913, -6.296801], [4.797054, -0.529867, -4.846039], [-1.027636, 1.582736, 1.720120], [4.887897, 6.993866, 1.909369], [4.725243, -3.449359, -2.395663], [-0.538781, -6.525135, 2.906604], [1.834127, -5.054739, 2.244016], [1.442890, -7.712813, 6.943531], [-4.583648, 0.596461, 0.924832], [2.542935, 1.415320, -4.466033], [0.369677, 7.325606, -0.832081], [0.555821, -7.437311, -2.943055], [-0.881282, 2.085908, 0.149892], [-1.762551, -5.337828, -2.688861], [2.961564, -2.837302, -7.105814], [-5.844372, 1.302705, -2.200108], [-8.989647, 1.299310, 0.080511], [-2.743936, -4.549856, 4.179384], [-1.084265, -1.135233, -5.650298], [4.286484, -0.041075, -2.338275], [-3.388199, 0.428865, -2.685784], [4.988416, -2.074446, -8.226712], [3.124719, -6.070334, 2.983031], [-1.001899, -0.109032, -1.475348], [-0.085336, -7.347609, 6.405063], [1.702789, 0.065900, 4.784214], [1.358536, 0.696363, 8.504273], [-0.451763, -6.276050, 0.573755], [-3.589904, -2.050882, -7.877795], [-0.890787, 6.165113, -0.535493], [1.244092, -6.730860, -0.918042], [-3.511667, -10.645126, 0.382267], [0.192387, -3.475561, -4.799626], [1.282349, 7.381648, 1.170299], [-5.454220, -0.363940, -1.695475], [-1.222127, 9.849790, 3.515188], [3.225354, 3.729740, -2.797168], [-1.055235, -4.860000, -0.352975], [2.130590, 2.237021, 6.885871], [1.771279, -6.867096, 2.110417], [-2.517123, -12.067173, 0.531019], [4.130829, 1.764723, -4.139879], [2.187293, -2.639650, -1.581545], [1.839232, -1.783808, 0.854789], [2.970901, -5.242652, 4.981380], [0.521705, -2.891557, -0.888422], [-3.194861, 0.408109, -0.910395], [-3.740706, -6.897115, -1.251972], [-0.282490, -3.946799, 2.530481], [-0.466040, -8.515286, -1.307691], [-0.982387, -1.995553, 0.178197], [1.519718, 9.257603, 2.506072], [-0.396537, -3.665212, 4.118274], [6.573426, 5.178854, 2.127217], [-7.010393, -0.403710, 0.326696], [-0.820568, 12.307286, 2.961671], [5.764142, 1.067902, 0.787321], [1.969315, -1.868344, -8.178419], [4.263734, 2.724175, 1.245070], [1.174173, 4.984645, 0.520176], [-0.420752, -10.527514, 0.334850], [1.372017, 1.882884, 4.626064], [0.609594, -8.120433, 4.358183], [1.104044, -5.003674, -1.384696], [0.913980, 7.163486, 3.807294], [2.417634, -0.615006, -0.454804], [3.215566, 0.931548, 6.381780], [3.532123, 0.720528, -8.663868], [2.337779, -7.737333, 4.671163], [3.901300, -1.749997, -9.520727], [-0.750749, 7.769391, 3.453080], [0.004147, -1.623761, -2.926018], [0.363643, -4.960330, 6.505812], [-0.309917, 2.382602, 7.026306], [-9.280871, 1.635531, -2.789377], [-3.669320, 3.281644, 2.258088], [-1.592034, -5.204300, -6.380923], [5.588004, 6.581096, 0.276238], [-0.774752, 10.139532, 1.789489]],
  "forces_ev_per_a": [[0.00, -0.27, -0.25], [-0.28, -0.52, 0.08], [-0.89, 1.42, 0.34], [-0.39, -0.35, 2.00], [1.09, -0.80, -0.88], [-0.66, 1.30, -0.88], [0.14, -0.45, 0.59], [-0.58, 0.90, 0.65], [-0.04, 0.80, 1.36], [-0.25, -1.58, 0.43], [0.28, -0.70, 0.15], [0.86, 1.04, 0.64], [-0.12, 0.72, -2.13], [0.52, -0.69, -1.42], [0.87, 0.57, -0.10], [-0.88, -0.27, -1.44], [-0.89, -0.93, -0.76], [-1.83, -0.69, -0.62], [0.58, 1.55, 0.04], [0.46, 0.40, -0.03], [1.12, -1.79, -0.48], [0.13, -0.14, -1.60], [-0.66, -1.41, 0.95], [-2.42, 0.59, 1.09], [-2.31, -0.43, 0.26], [-0.93, -1.56, 0.45], [-0.17, -0.92, -0.65], [-0.89, 1.13, 0.51], [-0.19, -0.13, -0.59], [0.64, 0.42, 1.12], [1.18, 1.55, -0.18], [0.42, 2.06, 0.02], [-1.16, -0.03, 2.68], [0.92, -0.65, 0.03], [-2.27, 0.61, -1.29], [0.05, 0.37, -0.50], [0.61, -0.31, -0.44], [0.39, -0.12, -2.16], [-0.96, -1.28, -0.33], [0.01, -0.04, 0.96], [-0.05, -0.97, -0.11], [0.12, 0.01, 0.23], [2.50, -1.23, -1.61], [-1.27, -0.66, 0.53], [0.19, -0.39, -1.04], [0.46, 0.70, 0.87], [1.53, 0.71, -0.49], [-0.38, 0.16, 0.55], [-0.82, 0.22, 0.29], [-0.14, 0.48, 0.76], [1.17, 0.74, 1.42], [0.25, 0.18, 0.43], [0.23, 0.66, 0.99], [0.60, 0.34, 0.70], [-1.09, 1.19, 0.11], [0.99, -0.98, -0.11], [-0.17, -0.05, -0.36], [0.75, 0.94, 0.01], [-0.66, -0.70, -0.57], [-0.28, 1.24, -0.51], [-0.57, -0.34, 0.56], [0.71, -0.79, -0.57], [-0.24, 0.62, 0.55], [1.41, -0.66, -0.04], [0.82, 0.98, -0.76], [1.45, -0.82, 0.31], [1.61, -0.27, -1.13], [-0.16, 1.57, 1.30], [0.28, -0.09, 1.04], [0.92, -1.16, -0.64], [0.57, -0.65, -0.46], [-1.11, -1.47, -0.26], [-0.53, 0.09, -0.94], [-1.35, 0.77, 0.74], [-0.25, 1.50, 0.28], [0.30, -1.89, -0.24], [0.23, 0.39, 1.22], [-0.45, 1.19, -0.77], [1.15, -0.41, -0.56], [-1.07, -0.75, -0.70], [-0.24, 0.46, -0.43], [-1.31, 1.96, 0.85], [0.14, -0.26, 0.28], [0.81, 0.21, 1.65], [0.39, 0.74, -0.83], [0.64, -0.02, 0.78], [-0.75, -2.40, -0.45], [-0.18, 0.67, 0.92], [0.55, 1.06, 0.95], [-0.68, -0.21, -0.50], [0.89, -0.06, -0.95], [-0.72, 0.03, 0.21], [1.50, 0.59, 0.64], [1.67, -0.77, -0.75], [1.77, 1.08, 1.64], [-1.23, 0.01, 0.19], [1.16, 0.34, 1.27], [0.47, 1.35, -0.88], [-0.50, 0.32, -0.96], [-0.78, 0.63, -1.08], [-1.67, 0.55, -2.09], [0.24, 0.62, -0.21], [0.49, 0.14, 0.76], [0.25, 0.78, -0.81], [-0.27, 0.22, -0.43], [0.34, 0.35, -0.52], [-0.49, 0.13, -0.11], [-0.04, 0.13, -0.33], [-0.45, -0.19, -0.02], [-0.08, -0.48, 0.07], [0.42, -0.25, -0.12], [-0.25, 0.09, 0.00], [-0.18, -0.16, 0.35], [0.63, 0.04, 0.31], [-0.55, -0.12, -0.37], [-0.22, 0.04, -0.15], [-0.07, -0.43, 0.30], [0.27, 0.13, -0.35], [-0.37, -0.62, 0.09], [-0.30, -0.67, -0.38], [0.25, 0.03, 0.59], [-0.36, 0.06, -0.31], [0.45, 0.46, -0.69], [0.35, -0.22, 0.89], [0.52, -0.07, -0.26], [0.46, 0.25, 0.65], [-0.69, 0.68, 0.28], [-0.17, -0.35, 0.19], [0.24, -0.04, -0.27], [-0.28, 0.15, 0.93], [-0.27, -0.47, -0.41], [0.73, 0.39, 0.59], [-0.17, -0.24, -0.06], [-0.08, -0.49, 0.93], [0.20, 0.30, -1.02], [-0.20, -0.30, -0.01], [-0.45, 0.34, 0.02], [-0.03, -0.67, -0.48], [0.00, 0.19, -0.32], [-0.36, 0.51, 0.51], [-0.11, -0.27, 0.53], [0.00, 0.33, 0.54], [0.21, 0.01, 0.38], [0.21, -0.30, 0.14], [-0.21, -0.06, 0.26], [-0.31, -0.01, 0.81], [-0.12, -1.04, 0.27], [0.42, -0.23, -0.42], [0.22, -0.42, -0.10], [-0.39, -0.22, 0.15], [0.50, -0.71, 0.80], [0.16, 0.25, 0.21], [0.74, -0.70, -0.56], [-0.82, 0.77, 0.52], [-0.12, 0.14, 0.00], [0.11, 0.26, 0.06], [-0.54, -1.20, 0.67], [0.25, -0.04, 0.15], [0.16, 0.25, -0.36], [0.18, 0.21, -0.09], [-0.11, -0.23, 0.73], [-0.71, -0.47, -0.81], [-0.30, -0.35, 0.27], [0.17, -0.50, 0.32], [-0.46, 0.93, 0.59], [-0.16, 0.00, 0.12], [-0.04, -0.30, 0.36], [-0.01, -0.07, 0.17], [0.50, 0.17, -0.10], [-1.21, 0.12, -0.44], [-0.96, 0.11, -0.39], [0.08, -0.68, -0.84], [-0.07, 0.36, -0.28], [0.00, -0.68, -0.40], [-0.19, -0.37, 0.09], [-0.38, -0.42, -0.22], [-0.01, -0.19, 0.07], [0.63, 0.39, 0.59], [0.00, 0.22, -0.02], [-0.22, 0.15, 0.29], [0.44, -0.79, 0.46], [0.11, -0.09, 0.21], [-0.21, 0.13, -0.05], [0.60, 0.16, -0.16], [-0.10, -0.02, -0.10], [-0.16, -0.69, -0.14], [0.06, 0.00, -0.20], [-0.12, -0.27, 0.13], [0.56, 0.23, 0.09], [-0.09, -0.11, 0.63], [-0.43, 0.03, -0.32], [-0.39, 0.73, 0.45], [-0.09, 0.23, -0.55], [-0.11, 0.33, 0.05], [-0.47, -0.18, 0.27], [-0.50, -0.09, 0.05], [-0.21, -0.46, -0.67], [0.32, 0.35, 0.28], [0.69, 0.55, 0.22], [0.07, 0.16, -0.13], [0.01, -0.60, 0.67], [0.01, 0.73, 0.09], [-0.45, 0.75, -0.42], [0.40, 0.36, 0.15], [0.26, -0.52, 0.15], [0.64, 0.19, -0.39], [0.06, -0.06, -0.60], [-0.52, -0.20, -0.22], [0.26, 0.19, -0.26], [-0.33, 0.72, 0.00], [0.39, -0.14, -0.33], [0.38, -0.06, 0.09], [0.07, -0.12, 0.22], [0.09, -0.09, -0.03], [0.83, 0.17, -0.37], [0.01, -0.28, -0.25], [0.15, -0.46, -0.16], [0.42, 0.53, 0.42], [-0.35, 0.22, 0.55], [-0.43, 0.52, 0.26], [-0.60, -0.01, 0.04], [-1.82, -0.60, 0.39], [-0.12, 0.55, -0.20], [-0.09, -0.03, -0.53], [-0.27, -0.09, -0.21], [-0.37, 0.16, -0.19], [-0.30, 0.01, -0.14], [-0.21, -0.28, 0.29], [0.26, 0.43, 0.30], [0.18, 0.08, 0.08], [-0.22, -0.11, -0.42], [-0.41, -0.34, 0.42], [-0.07, 0.38, 0.16], [0.15, 0.13, -0.44], [0.96, -0.24, 0.81], [0.07, -0.27, -0.09], [-0.11, 0.55, 0.13], [-0.05, 0.23, 0.19], [0.09, -0.16, 0.37], [0.52, 0.36, -0.32], [-0.17, -0.66, -0.16], [0.11, 0.32, -0.14], [-0.75, -0.37, -0.19], [-0.42, -0.84, -0.24], [-0.28, -0.17, -0.43], [-0.14, 0.03, -0.35], [0.29, -0.10, -1.19], [-0.22, 0.24, -0.20], [0.07, 0.72, 0.03], [0.09, 0.50, 0.02], [-0.69, -0.08, 0.46], [0.16, 0.28, -0.23], [0.12, -0.69, -0.03], [0.34, -0.60, 0.37], [0.49, -0.31, -0.15], [0.08, -0.21, -0.11], [0.03, -0.06, -0.79], [0.14, -0.22, 0.11], [-0.04, -0.12, -0.39], [0.21, -0.18, -0.54], [0.31, 0.38, -0.42], [0.03, -0.12, 0.35], [0.35, -0.28, 0.13], [0.17, -0.48, 0.43], [-0.47, 0.39, -0.06], [0.18, -0.67, 0.22], [-0.34, 0.18, -0.14], [-0.03, 0.77, 0.85], [0.84, -0.32, 0.01], [-0.15, -0.33, -0.36], [0.15, -0.42, 0.17], [0.48, 0.04, -0.06], [0.15, -0.85, 0.27], [-0.11, -0.22, -0.78], [0.28, 0.02, 0.04], [1.31, 0.71, -0.27], [0.25, -0.56, 0.05]],
  "mulliken_charge": [-0.584, -0.595, -0.439, -0.204, -0.793, -0.330, -0.586, -0.893, -0.629, -0.272, -0.557, -0.652, -0.362, -0.443, -0.638, -0.471, -0.682, -0.951, -0.300, -0.173, 0.974, 0.560, 0.247, 1.332, 2.186, 0.340, 0.043, -0.041, 0.509, -1.053, -0.912, -0.877, -1.408, 1.270, -0.652, -0.630, -0.495, -1.692, -0.903, -0.405, -0.525, -0.900, 0.419, -0.361, -0.798, -1.942, -0.660, -0.338, -0.488, 1.028, -0.914, -0.773, 1.831, -0.510, 1.695, 1.929, 0.976, -0.815, -0.794, -0.639, -1.317, -1.734, -0.498, -0.430, -0.652, 1.395, 0.510, 1.184, -0.740, -0.096, -0.474, -0.074, -0.506, 1.007, 1.829, -0.698, -0.815, -1.147, 0.402, -0.072, -0.867, -0.494, 1.419, -1.076, -1.076, 0.743, -0.951, -0.558, -0.169, 1.437, -0.562, -0.789, 0.595, -0.767, 0.835, -1.591, 0.457, 0.933, 1.934, 0.500, -0.544, -0.859, 0.048, 0.757, -0.791, 0.260, -0.133, 0.369, 0.471, 0.416, 0.548, 0.476, -0.679, 0.540, 0.334, -0.077, 0.559, 0.315, 0.313, -0.732, 0.439, 0.231, -0.047, 0.409, 0.406, 0.364, -0.956, 0.418, 0.339, 0.393, 0.385, -0.439, -0.239, 0.530, 0.335, 0.328, 0.417, 0.301, 0.724, -0.746, 0.437, 0.315, 0.363, 0.019, -0.026, 0.303, 0.028, -0.774, -0.603, 0.192, -0.733, 0.428, -0.060, -1.018, 0.140, 0.400, 0.269, 0.433, -0.891, -0.206, 0.169, 0.365, 0.328, 0.380, 0.360, -0.247, 0.409, -0.199, 0.436, -0.322, 0.504, 0.523, 0.011, -0.686, 0.414, 0.458, -0.731, 0.009, -0.452, 0.221, 0.262, 0.461, -0.209, 0.377, 0.189, 0.257, 0.143, -1.375, 0.508, 0.273, 0.358, -0.393, 0.505, -0.116, 0.337, 0.467, 0.335, 0.486, 0.436, -0.045, -1.221, 0.419, 0.347, -0.200, 0.255, 0.334, 0.211, -0.126, 0.335, 0.464, -0.358, -0.126, 0.278, 0.673, 0.509, 0.468, 0.456, 0.413, 0.143, 0.347, 0.458, 0.243, 0.408, -0.875, 0.305, -1.056, 0.324, 0.025, 0.219, 0.328, -0.845, 0.366, 0.410, 0.309, 0.177, -0.315, 0.470, 0.334, 0.414, 0.333, 0.848, 0.119, 0.541, -1.135, -0.664, 0.318, -0.386, 0.339, -0.728, 0.414, -0.087, 0.556, 0.372, 0.461, 0.492, 0.369, -0.244, 0.228, 0.389, -0.654, 0.257, 0.549, 0.472, -0.797, 0.454, 0.451, 0.485, 0.397, 0.091, -0.837, 0.173, 0.656, 0.298, 0.205, 0.603, 0.327, 0.326],
  "max_force_ev_per_a": 3.22,
  "e_homo_ev": -12.972,
  "total_charge": 3,
  "energy_ev": -156891.007,
  "lumo_ev": -4.52,
  "homo_lumo_gap_ev": 8.454
}